{
  "formula": "C52H69Cl4N2O5P4S",
  "method": "ωB97M-V/def2-TZVPD",
  "symbols": ["C", "C", "P", "C", "C", "N", "P", "S", "C", "P", "O", "Cl", "C", "C", "C", "O", "Cl", "N", "P", "O", "Cl", "C", "C", "C", "C", "Cl", "C", "O", "C", "C", "C", "O", "H", "H", "H", "H", "H", "H", "H", "H", "H", "H", "H", "H", "H", "H", "H", "H", "H", "H", "H", "H", "H", "H", "H", "H", "H", "H", "H", "H", "H", "H", "H", "H", "H", "C", "C", "C", "C", "C", "C", "H", "H", "H", "H", "H", "H", "C", "C", "C", "C", "C", "C", "H", "H", "H", "H", "H", "H", "C", "C", "C", "C", "C", "C", "H", "H", "H", "H", "H", "H", "C", "C", "C", "C", "C", "C", "H", "H", "H", "H", "H", "H", "C", "C", "C", "C", "C", "C", "H", "H", "H", "H", "H", "H", "C", "C", "C", "C", "C", "C", "H", "H", "H", "H", "H", "H"],
  "coordinates": [[2.92, -4.83, -1.41], [1.75, -3.90, -0.99], [1.40, -2.89, -2.47], [0.62, -4.03, -3.70], [-0.19, -5.21, -3.17], [0.28, -1.43, -2.13], [-1.38, -2.16, -1.77], [-1.54, -3.23, -0.20], [0.07, -0.67, -3.47], [1.55, -0.79, -4.68], [0.78, -1.19, -6.07], [2.23, 1.13, -5.05], [-0.60, 0.71, -3.27], [-0.80, 1.47, -4.58], [-2.24, 1.86, -4.83], [-2.64, 2.97, -5.06], [-3.36, 0.44, -4.79], [-0.05, 1.50, -2.14], [-0.70, 3.08, -2.18], [0.35, 3.84, -1.21], [-2.44, 3.09, -1.03], [-0.19, 0.70, -0.90], [0.03, 1.42, 0.42], [-0.76, 0.83, 1.61], [-2.26, 0.96, 1.52], [-2.95, 0.26, 3.02], [0.78, -0.51, -1.07], [0.89, -1.17, 0.14], [2.16, 0.15, -1.37], [3.46, -0.66, -1.09], [4.23, -1.01, -2.37], [4.33, 0.18, -0.33], [3.88, -4.47, -1.06], [2.93, -5.05, -2.47], [2.76, -5.78, -0.91], [0.94, -4.55, -0.71], [2.03, -3.37, -0.10], [1.45, -4.39, -4.29], [0.03, -3.42, -4.37], [-0.63, -5.05, -2.19], [0.38, -6.13, -3.15], [-1.01, -5.39, -3.85], [-1.68, -2.91, -2.92], [-2.33, -1.13, -1.77], [-0.70, -1.24, -3.97], [0.62, -0.38, -6.58], [-1.62, 0.47, -2.95], [-0.13, 2.28, -4.76], [-0.61, 0.75, -5.37], [0.45, 4.71, -1.59], [-1.23, 0.37, -0.86], [1.06, 1.38, 0.76], [-0.23, 2.47, 0.41], [-0.46, 1.44, 2.45], [-0.46, -0.18, 1.85], [-2.68, 0.39, 0.70], [-2.57, 1.99, 1.52], [1.52, -0.72, 0.71], [2.24, 0.54, -2.38], [2.25, 1.02, -0.74], [3.31, -1.53, -0.46], [4.04, -0.31, -3.17], [5.28, -0.94, -2.15], [4.06, -2.03, -2.70], [4.36, 1.05, -0.73], [-7.30, 2.80, 5.64], [-7.99, 1.80, 6.31], [-7.54, 0.49, 6.27], [-6.39, 0.17, 5.57], [-5.69, 1.17, 4.90], [-6.15, 2.48, 4.93], [-7.65, 3.82, 5.67], [-8.89, 2.05, 6.87], [-8.09, -0.29, 6.79], [-6.04, -0.85, 5.54], [-4.79, 0.92, 4.35], [-5.60, 3.25, 4.40], [1.73, 3.05, 4.93], [0.86, 4.05, 4.53], [0.73, 4.36, 3.19], [1.47, 3.67, 2.24], [2.34, 2.67, 2.63], [2.48, 2.36, 3.98], [1.84, 2.80, 5.98], [0.28, 4.58, 5.27], [0.05, 5.15, 2.88], [1.36, 3.92, 1.19], [2.92, 2.13, 1.89], [3.16, 1.58, 4.29], [-9.86, -2.67, 6.82], [-9.75, -3.99, 6.43], [-9.74, -5.00, 7.38], [-9.84, -4.68, 8.73], [-9.96, -3.35, 9.12], [-9.96, -2.35, 8.17], [-9.87, -1.88, 6.07], [-9.68, -4.24, 5.38], [-9.65, -6.04, 7.08], [-9.83, -5.47, 9.47], [-10.04, -3.11, 10.17], [-10.05, -1.31, 8.47], [-1.31, 1.62, 8.82], [-2.40, 2.33, 8.32], [-2.73, 2.25, 6.98], [-1.97, 1.45, 6.13], [-0.89, 0.74, 6.62], [-0.55, 0.83, 7.96], [-1.05, 1.69, 9.86], [-2.99, 2.94, 8.99], [-3.58, 2.80, 6.59], [-2.23, 1.38, 5.07], [-0.30, 0.12, 5.95], [0.30, 0.28, 8.35], [4.21, 0.10, -7.80], [3.98, 0.31, -9.15], [4.76, -0.33, -10.09], [5.77, -1.20, -9.68], [5.99, -1.41, -8.33], [5.21, -0.76, -7.39], [3.60, 0.61, -7.05], [3.19, 0.98, -9.47], [4.59, -0.16, -11.15], [6.38, -1.70, -10.42], [6.78, -2.08, -8.01], [5.39, -0.92, -6.33], [8.19, 1.47, -6.50], [7.68, 1.56, -5.22], [8.48, 2.01, -4.18], [9.79, 2.39, -4.43], [10.31, 2.30, -5.72], [9.51, 1.84, -6.75], [7.57, 1.11, -7.31], [6.65, 1.27, -5.03], [8.08, 2.08, -3.18], [10.42, 2.75, -3.62], [11.33, 2.59, -5.91], [9.91, 1.77, -7.76]],
  "mulliken_charge": [-1.39, -0.32, -0.35, -0.49, -1.47, 0.46, 0.23, -0.23, -1.16, 0.73, -0.49, -0.38, -0.17, -1.02, 0.52, -0.43, -0.17, 0.66, -0.14, -0.37, -0.23, 1.90, -1.24, -1.43, -0.34, -0.46, -0.53, -0.54, -1.18, 0.32, -1.17, -0.66, 0.36, 0.34, 0.40, 0.59, 0.43, 0.69, 0.54, 0.38, 0.34, 0.39, 0.21, 0.07, 0.86, 0.41, 0.02, 0.50, 0.23, 0.37, -0.12, -0.99, 1.36, 0.65, 0.37, 0.23, 0.28, 0.74, 0.59, 0.36, 0.20, 0.12, 0.60, 0.23, 0.45, -0.38, -0.54, -0.17, -0.62, 0.74, -0.69, 0.38, 0.37, 0.40, 0.40, -0.07, 0.38, -0.36, -0.46, -0.45, -0.28, -0.29, -0.82, 0.44, 0.42, 0.44, 0.37, 0.60, 0.42, -0.36, -0.47, -0.34, -0.36, -0.43, -0.29, 0.46, 0.36, 0.36, 0.36, 0.35, 0.38, -0.45, -0.42, -0.72, 0.24, -0.34, -0.47, 0.38, 0.40, 0.37, 0.18, 0.42, 0.39, 0.29, -0.76, -0.35, -0.42, -0.56, -0.43, 0.30, 0.38, 0.38, 0.39, 0.39, 0.51, -0.23, -0.27, -0.44, -0.41, -0.41, -0.48, 0.35, 0.43, 0.37, 0.36, 0.36, 0.38],
  "multiplicity": 1,
  "homo_lumo_gap_ha": 0.275,
  "charge": 1
}



{
  "formula": "C17H15BrN3O3PdS",
  "method": "ωB97M-V/def2-TZVPD",
  "symbols": ["Pd", "C", "C", "C", "C", "C", "C", "C", "S", "O", "O", "N", "C", "C", "C", "C", "C", "N", "H", "H", "H", "H", "H", "H", "H", "H", "H", "H", "H", "O", "C", "C", "C", "N", "C", "Br", "C", "H", "H", "H", "H"],
  "coordinates": [[0.48, -1.73, -0.40], [0.83, 3.88, 4.53], [1.31, 3.03, 3.34], [1.48, 3.69, 2.15], [1.89, 3.00, 0.95], [2.23, 1.63, 1.11], [1.97, 0.96, 2.32], [1.55, 1.63, 3.47], [2.97, 0.88, -0.31], [4.04, 0.01, 0.15], [3.24, 1.99, -1.21], [1.80, 0.02, -0.99], [0.82, 0.49, -1.80], [0.59, 1.71, -2.38], [-0.51, 1.70, -3.20], [-1.38, 0.64, -3.46], [-1.08, -0.47, -2.82], [-0.01, -0.54, -1.99], [1.54, 4.62, 4.91], [0.65, 3.09, 5.31], [-0.15, 4.43, 4.39], [1.24, 4.79, 2.17], [2.14, 3.47, 0.01], [2.14, -0.05, 2.38], [1.26, 1.08, 4.35], [1.24, 2.63, -2.21], [-0.85, 2.61, -3.64], [-2.26, 0.73, -4.06], [-1.75, -1.34, -2.73], [-2.46, -5.63, -2.57], [-2.39, -4.65, -1.63], [-3.41, -4.46, -0.72], [-3.32, -3.35, 0.07], [-2.21, -2.54, 0.14], [-1.17, -2.84, -0.62], [1.09, -3.20, 1.51], [-1.28, -3.80, -1.63], [-3.36, -5.82, -2.64], [-4.29, -5.14, -0.70], [-4.08, -3.17, 0.87], [-0.53, -3.99, -2.40]],
  "mulliken_charge": [-0.03, -1.26, 1.21, -0.72, -0.23, -0.05, -0.39, -0.98, 1.14, -0.73, -0.72, -0.84, 0.88, -0.27, -0.16, -0.79, -0.27, -0.07, 0.29, 0.32, 0.29, 0.27, 0.46, 0.47, 0.31, 0.21, 0.35, 0.40, 0.23, -0.51, 0.97, -0.45, -0.53, -0.52, 0.05, -0.55, -0.07, 0.27, 0.29, 0.31, 0.42],
  "multiplicity": 1,
  "homo_lumo_gap_ha": 0.283,
  "charge": -1
}



{
  "formula": "C4H5ClN2",
  "method": "ωB97M-V/def2-TZVPD",
  "symbols": ["Cl", "C", "C", "C", "N", "N", "C", "H", "H", "H", "H", "H"],
  "coordinates": [[-2.28, 0.02, -0.07], [-0.56, 0.07, 0.06], [0.14, 1.21, 0.00], [1.63, 1.10, 0.20], [2.07, -0.17, -0.36], [1.41, -1.31, -0.01], [0.14, -1.19, 0.22], [-0.33, 2.17, -0.12], [2.18, 1.92, -0.33], [1.89, 1.18, 1.28], [3.05, -0.32, -0.31], [-0.43, -2.13, 0.45]],
  "mulliken_charge": [-0.20, 0.46, -0.47, -0.36, -0.16, -0.55, -0.22, 0.37, 0.31, 0.22, 0.25, 0.34],
  "multiplicity": 1,
  "homo_lumo_gap_ha": 0.334,
  "de_lowest_kj_mol": 175.21,
  "smiles": "ClC1=CCNN=C1"
}



{
  "formula": "C39H34ClLuN3SSi2",
  "method": "ωB97M-V/def2-TZVPD",
  "symbols": ["C", "C", "C", "H", "C", "C", "H", "H", "H", "H", "Lu", "Si", "C", "C", "H", "C", "H", "C", "H", "C", "H", "C", "H", "C", "C", "H", "C", "H", "C", "H", "C", "H", "C", "H", "H", "Si", "C", "C", "H", "C", "H", "C", "H", "C", "H", "C", "H", "C", "C", "H", "C", "H", "C", "H", "C", "H", "C", "H", "H", "Cl", "N", "C", "C", "C", "C", "C", "C", "N", "C", "C", "C", "S", "C", "N", "H", "H", "H", "H", "H", "H", "H"],
  "coordinates": [[-1.38, -0.33, 1.47], [-2.06, 0.04, 0.28], [-1.67, -0.87, -0.74], [-2.82, 0.82, 0.19], [-0.75, -1.80, -0.17], [-0.57, -1.46, 1.19], [0.04, -2.02, 1.91], [-1.55, 0.09, 2.46], [-2.06, -0.92, -1.75], [-0.33, -2.66, -0.69], [0.40, 0.28, -0.05], [0.77, 0.18, -3.50], [-0.14, 1.73, -3.96], [0.43, 2.70, -4.82], [1.44, 2.56, -5.21], [-0.31, 3.81, -5.23], [0.12, 4.50, -5.96], [-1.58, 4.03, -4.69], [-2.14, 4.92, -4.97], [-2.11, 3.14, -3.74], [-3.08, 3.34, -3.26], [-1.41, 1.99, -3.39], [-1.84, 1.30, -2.66], [0.02, -1.43, -4.07], [-1.11, -1.40, -4.93], [-1.49, -0.44, -5.29], [-1.78, -2.58, -5.26], [-2.66, -2.53, -5.90], [-1.33, -3.80, -4.76], [-1.85, -4.72, -5.02], [-0.26, -3.85, -3.86], [0.04, -4.79, -3.39], [0.42, -2.68, -3.52], [1.23, -2.71, -2.79], [2.24, 0.29, -3.12], [2.60, 0.43, -7.61], [1.83, -1.19, -8.11], [1.03, -1.23, -9.26], [0.85, -0.32, -9.84], [0.49, -2.45, -9.70], [-0.12, -2.47, -10.61], [0.79, -3.63, -9.02], [0.37, -4.57, -9.37], [1.66, -3.60, -7.93], [1.96, -4.53, -7.45], [2.20, -2.39, -7.48], [2.94, -2.38, -6.67], [1.44, 1.80, -8.15], [0.07, 1.87, -7.85], [-0.39, 1.15, -7.18], [-0.73, 2.86, -8.45], [-1.79, 2.92, -8.21], [-0.18, 3.75, -9.38], [-0.81, 4.50, -9.86], [1.18, 3.65, -9.71], [1.62, 4.31, -10.46], [1.99, 2.70, -9.08], [3.05, 2.60, -9.34], [4.00, 0.49, -8.15], [3.07, 0.50, -5.61], [2.62, 0.34, 3.56], [1.79, 1.33, 4.10], [1.76, 1.92, 5.36], [0.72, 2.83, 5.59], [-0.26, 3.10, 4.62], [-0.22, 2.49, 3.36], [0.88, 1.66, 3.11], [1.20, 0.93, 1.95], [2.26, 0.13, 2.28], [2.85, -0.82, 1.36], [3.90, -1.68, 1.56], [4.24, -2.58, 0.12], [2.93, -1.81, -0.69], [2.28, -0.90, 0.08], [3.31, -0.22, 4.05], [2.53, 1.68, 6.09], [0.68, 3.35, 6.55], [-1.08, 3.79, 4.84], [-0.99, 2.60, 2.59], [4.46, -1.77, 2.48], [2.72, -1.97, -1.74]],
  "mulliken_charge": [-0.48, -1.13, -0.39, 0.48, -0.32, -0.78, 0.54, 0.77, 0.64, 0.55, 1.17, -0.74, 0.70, -0.71, 0.46, -0.57, 0.46, -0.64, 0.39, -0.64, 0.41, 0.18, 0.17, 1.81, -0.40, 0.26, -0.70, 0.43, -0.67, 0.38, -0.60, 0.44, -0.77, 0.06, -0.08, 0.42, 0.59, -0.26, 0.36, -0.68, 0.39, -0.47, 0.40, -0.51, 0.39, -0.40, 0.28, 0.40, -0.06, 0.43, -0.60, 0.42, -0.52, 0.39, -0.59, 0.40, -0.53, 0.33, -0.28, -0.31, -0.04, 0.57, -0.97, -0.41, -0.70, -0.60, 0.40, -0.31, 0.20, 0.10, -0.41, -0.08, -0.08, -0.04, 0.26, 0.39, 0.40, 0.40, 0.45, 0.39, 0.37],
  "multiplicity": 1,
  "homo_lumo_gap_ha": 0.141,
  "de_lowest_kj_mol": 0.00,
  "charge": 1
}



{
  "formula": "C5H7N",
  "method": "ωB97M-V/def2-TZVPD",
  "symbols": ["N", "C", "C", "C", "C", "C", "H", "H", "H", "H", "H", "H", "H"],
  "coordinates": [[1.95, 1.70, 0.20], [0.94, 1.10, 0.40], [-0.26, 0.30, 0.42], [-1.00, 0.11, -0.85], [-1.07, -1.41, -0.55], [0.02, -1.19, 0.54], [-0.96, 0.74, 1.18], [-0.40, 0.41, -1.72], [-1.99, 0.55, -0.84], [-0.98, -2.20, -1.35], [-1.98, -1.66, 0.01], [1.03, -1.41, 0.13], [-0.10, -1.73, 1.49]],
  "mulliken_charge": [-0.46, -0.07, 0.54, -0.68, -0.49, -0.78, 0.27, 0.32, 0.25, 0.31, 0.21, 0.28, 0.30],
  "multiplicity": 1,
  "homo_lumo_gap_ha": 0.443,
  "de_lowest_kj_mol": 129.88,
  "smiles": "N#CC1CCC1"
}



What did the fifth record say?
{
  "formula": "C5H7N",
  "method": "ωB97M-V/def2-TZVPD",
  "symbols": ["N", "C", "C", "C", "C", "C", "H", "H", "H", "H", "H", "H", "H"],
  "coordinates": [[1.95, 1.70, 0.20], [0.94, 1.10, 0.40], [-0.26, 0.30, 0.42], [-1.00, 0.11, -0.85], [-1.07, -1.41, -0.55], [0.02, -1.19, 0.54], [-0.96, 0.74, 1.18], [-0.40, 0.41, -1.72], [-1.99, 0.55, -0.84], [-0.98, -2.20, -1.35], [-1.98, -1.66, 0.01], [1.03, -1.41, 0.13], [-0.10, -1.73, 1.49]],
  "mulliken_charge": [-0.46, -0.07, 0.54, -0.68, -0.49, -0.78, 0.27, 0.32, 0.25, 0.31, 0.21, 0.28, 0.30],
  "multiplicity": 1,
  "homo_lumo_gap_ha": 0.443,
  "de_lowest_kj_mol": 129.88,
  "smiles": "N#CC1CCC1"
}